{"formula": "C26H82BIN13O9P6S", "method": "wB97M-V/def2-TZVPD", "homo_energy_ha": -0.15021, "charge": -1, "e_tot_ha": -5197.929075, "e_lumo_ha": 0.0582, "symbols": ["N", "B", "O", "P", "I", "O", "C", "C", "P", "O", "O", "S", "O", "H", "H", "H", "H", "H", "H", "H", "H", "H", "H", "O", "P", "N", "C", "C", "N", "C", "C", "N", "C", "C", "H", "H", "H", "H", "H", "H", "H", "H", "H", "H", "H", "H", "H", "H", "H", "H", "H", "H", "O", "P", "N", "C", "C", "N", "C", "C", "N", "C", "C", "H", "H", "H", "H", "H", "H", "H", "H", "H", "H", "H", "H", "H", "H", "H", "H", "H", "H", "O", "P", "N", "C", "C", "N", "C", "C", "N", "C", "C", "H", "H", "H", "H", "H", "H", "H", "H", "H", "H", "H", "H", "H", "H", "H", "H", "H", "H", "O", "P", "N", "C", "C", "N", "C", "C", "N", "C", "C", "H", "H", "H", "H", "H", "H", "H", "H", "H", "H", "H", "H", "H", "H", "H", "H", "H", "H"], "positions_angstrom": [[0.309, -1.514, -1.656], [-0.083, -2.052, -2.967], [0.234, -1.389, -4.143], [-1.146, -3.725, -3.054], [0.272, -4.659, -5.098], [-2.132, -5.158, -3.138], [-3.444, -4.901, -2.731], [-3.498, -3.563, -1.898], [-4.464, -2.201, -2.669], [-5.478, -2.792, -3.781], [-3.536, -1.228, -3.531], [-5.481, -1.268, -1.298], [-2.184, -3.133, -1.754], [0.025, -0.543, -1.544], [1.312, -1.587, -1.524], [0.162, -0.436, -3.997], [-1.975, -3.134, -4.081], [-0.338, -4.438, -2.111], [-4.047, -4.814, -3.640], [-3.779, -5.723, -2.099], [-3.954, -3.829, -0.947], [-5.171, -2.501, -4.654], [-2.985, -0.686, -2.949], [0.658, 2.101, -1.007], [1.382, 3.374, -0.859], [0.927, 3.992, 0.645], [0.709, 5.386, 0.965], [1.035, 3.080, 1.780], [0.754, 4.325, -2.125], [0.499, 5.747, -2.043], [-0.206, 3.678, -3.014], [2.936, 4.055, -0.980], [3.627, 3.687, -2.237], [3.845, 3.725, 0.138], [1.541, 6.035, 0.669], [0.595, 5.509, 2.043], [-0.208, 5.770, 0.516], [2.062, 2.967, 2.148], [0.667, 2.092, 1.505], [0.421, 3.433, 2.609], [-0.467, 5.971, -1.573], [0.480, 6.177, -3.049], [1.289, 6.265, -1.501], [-1.208, 3.611, -2.574], [0.118, 2.674, -3.272], [-0.274, 4.250, -3.942], [3.818, 2.611, -2.307], [4.581, 4.213, -2.288], [3.033, 3.989, -3.096], [3.936, 2.648, 0.314], [3.513, 4.203, 1.058], [4.837, 4.119, -0.083], [2.887, -3.011, -2.062], [4.295, -3.408, -1.879], [4.717, -2.687, -0.390], [5.978, -2.048, -0.087], [3.849, -2.983, 0.741], [5.038, -2.633, -3.199], [6.317, -1.963, -3.148], [4.142, -1.984, -4.158], [5.458, -4.659, -1.865], [5.366, -5.539, -3.056], [5.416, -5.537, -0.678], [6.851, -2.670, -0.325], [6.034, -1.828, 0.979], [6.086, -1.094, -0.609], [4.029, -3.975, 1.179], [2.802, -2.944, 0.435], [3.982, -2.241, 1.529], [6.235, -0.939, -2.760], [6.740, -1.897, -4.155], [7.037, -2.516, -2.546], [3.776, -1.015, -3.796], [3.280, -2.607, -4.381], [4.683, -1.824, -5.094], [4.414, -6.077, -3.103], [6.177, -6.268, -3.025], [5.475, -4.955, -3.966], [4.425, -5.964, -0.494], [5.734, -4.994, 0.211], [6.120, -6.357, -0.817], [4.143, 4.493, 4.727], [4.435, 5.744, 5.450], [3.183, 6.807, 5.052], [3.315, 8.234, 4.835], [1.826, 6.300, 5.205], [5.914, 6.242, 4.774], [6.280, 7.621, 4.516], [6.516, 5.353, 3.785], [4.826, 6.343, 6.993], [5.928, 5.595, 7.639], [3.699, 6.380, 7.948], [3.833, 8.751, 5.650], [2.327, 8.687, 4.757], [3.833, 8.457, 3.901], [1.478, 6.299, 6.246], [1.763, 5.276, 4.835], [1.122, 6.893, 4.621], [5.871, 7.988, 3.567], [7.369, 7.708, 4.459], [5.959, 8.277, 5.323], [6.043, 5.440, 2.799], [6.452, 4.317, 4.100], [7.575, 5.602, 3.682], [5.662, 4.552, 7.837], [6.179, 6.074, 8.585], [6.815, 5.613, 7.011], [3.195, 5.414, 8.055], [2.968, 7.127, 7.646], [4.073, 6.680, 8.926], [-8.832, -3.630, 0.754], [-9.121, -4.475, -0.419], [-10.819, -4.466, -0.553], [-11.642, -5.589, -0.945], [-11.463, -3.162, -0.543], [-8.539, -6.003, 0.057], [-9.177, -7.261, -0.262], [-7.865, -6.074, 1.347], [-8.741, -4.733, -2.051], [-7.281, -4.792, -2.320], [-9.300, -3.732, -2.984], [-11.315, -6.062, -1.879], [-12.668, -5.256, -1.109], [-11.684, -6.355, -0.168], [-11.392, -2.636, -1.504], [-11.009, -2.525, 0.217], [-12.521, -3.261, -0.293], [-9.993, -7.503, 0.431], [-8.444, -8.072, -0.200], [-9.558, -7.269, -1.282], [-8.569, -6.087, 2.190], [-7.192, -5.232, 1.481], [-7.264, -6.986, 1.385], [-6.799, -3.842, -2.096], [-7.108, -5.033, -3.368], [-6.810, -5.572, -1.726], [-9.036, -2.704, -2.717], [-10.385, -3.820, -3.036], [-8.916, -3.930, -3.984]], "atomic_forces_ev_per_a": [[-0.50, 0.25, -0.13], [0.64, -0.61, -0.05], [-1.05, 0.35, 0.08], [-0.08, 0.52, 0.78], [0.42, -0.23, -0.24], [0.02, 0.16, 0.54], [0.25, 0.33, -0.74], [0.91, -1.10, -1.19], [-1.29, 0.45, 1.77], [0.82, 0.38, -0.69], [0.12, -0.20, -0.28], [0.10, 0.01, -0.10], [-0.17, 0.26, 0.02], [0.30, 0.07, 0.18], [0.03, -0.02, 0.00], [0.63, -0.05, 0.01], [-0.10, -0.30, -0.05], [0.22, -0.12, -0.33], [-0.50, -0.21, 0.22], [-0.22, -0.09, -0.09], [-0.14, 0.60, 0.25], [-0.13, -0.24, -0.05], [-0.04, -0.11, -0.03], [1.90, -1.40, 0.00], [-2.68, 3.66, -0.15], [0.07, -0.39, 0.22], [0.28, 0.32, 0.04], [-0.11, -0.33, -0.01], [-0.32, -0.23, 0.00], [0.38, 0.18, -0.16], [-0.12, -0.11, 0.03], [0.83, -2.10, -0.07], [-0.07, 0.22, -0.23], [-0.11, 0.30, 0.27], [-0.01, -0.02, -0.03], [0.06, -0.17, 0.02], [0.05, 0.01, -0.04], [-0.04, 0.07, 0.08], [0.03, 0.02, -0.07], [-0.04, 0.07, -0.06], [0.01, 0.03, -0.03], [-0.02, -0.06, -0.02], [-0.01, -0.08, 0.07], [-0.01, -0.01, -0.04], [-0.02, -0.02, 0.10], [0.03, 0.08, 0.05], [0.07, 0.01, 0.03], [0.00, 0.01, 0.08], [-0.09, -0.02, 0.06], [0.07, -0.01, -0.03], [-0.11, -0.05, -0.02], [-0.01, -0.01, -0.09], [-0.91, -2.50, 0.26], [2.83, 4.17, -0.26], [-0.22, -0.21, 0.07], [0.29, -0.21, 0.02], [-0.34, 0.05, -0.05], [-0.26, 0.27, -0.06], [0.28, -0.33, -0.12], [-0.15, 0.04, 0.02], [-1.95, -1.65, -0.05], [0.22, 0.12, -0.26], [0.24, 0.22, 0.28], [-0.02, 0.01, -0.03], [-0.10, -0.07, 0.02], [0.03, -0.04, -0.02], [0.04, 0.06, 0.07], [0.03, -0.03, -0.06], [0.05, 0.05, -0.06], [0.04, 0.00, -0.02], [-0.06, 0.01, -0.02], [-0.08, 0.00, 0.09], [-0.01, 0.01, -0.03], [-0.04, 0.03, 0.09], [0.10, 0.00, 0.06], [0.02, -0.05, 0.03], [0.01, 0.01, 0.09], [-0.06, 0.09, 0.05], [0.02, -0.07, -0.02], [-0.08, 0.09, -0.03], [-0.01, 0.00, -0.09], [-0.40, -1.27, 1.96], [1.21, 3.34, -2.73], [-0.25, -0.24, 0.07], [0.07, 0.22, 0.26], [-0.14, -0.36, -0.14], [-0.11, -0.17, -0.35], [0.22, 0.12, 0.37], [-0.07, -0.10, -0.12], [-0.58, -2.05, 0.86], [0.29, 0.16, -0.08], [-0.16, 0.37, -0.09], [0.01, -0.03, -0.01], [-0.05, -0.11, 0.04], [0.01, 0.00, 0.04], [-0.04, 0.08, -0.03], [0.08, -0.01, 0.04], [0.10, 0.08, -0.04], [0.04, 0.02, 0.01], [0.00, -0.07, -0.02], [-0.10, -0.05, -0.01], [0.04, -0.01, -0.02], [-0.11, 0.01, -0.01], [-0.02, 0.10, 0.02], [-0.03, 0.02, 0.07], [-0.07, 0.03, 0.01], [-0.06, 0.00, -0.09], [0.03, -0.02, 0.06], [0.00, -0.05, -0.11], [0.07, -0.04, -0.02], [1.01, 1.63, -1.20], [-1.92, -3.76, 1.01], [0.04, 0.30, 0.09], [0.01, -0.10, -0.35], [0.06, 0.21, 0.24], [-0.13, 0.09, 0.44], [0.21, -0.13, -0.38], [-0.01, 0.09, 0.14], [1.05, 1.98, -0.07], [0.16, -0.43, 0.23], [-0.41, -0.14, -0.05], [0.02, 0.01, 0.02], [0.04, 0.12, 0.01], [0.03, -0.01, -0.05], [-0.09, -0.02, 0.00], [0.07, -0.03, -0.03], [0.01, -0.09, 0.02], [0.02, -0.04, -0.01], [0.03, 0.04, 0.04], [-0.04, 0.10, 0.03], [0.03, -0.02, 0.02], [-0.09, 0.07, 0.00], [-0.07, -0.04, -0.07], [-0.02, 0.03, -0.06], [-0.13, 0.07, -0.04], [-0.14, -0.01, 0.10], [0.07, 0.00, -0.06], [0.00, -0.01, 0.11], [0.09, -0.02, 0.04]], "mulliken_charge": [-0.336, 1.208, -0.561, -0.076, -0.511, -0.465, -0.310, 0.155, 0.691, -0.499, -0.457, -0.501, -0.725, 0.132, 0.194, 0.229, -0.068, -0.232, 0.246, 0.231, 0.402, 0.312, 0.292, -0.797, 0.322, 0.213, -0.685, -1.026, 0.300, -1.051, -0.967, 0.155, -1.111, -0.910, 0.323, 0.184, 0.221, 0.329, 0.242, 0.432, 0.312, 0.336, 0.300, 0.319, 0.178, 0.342, 0.377, 0.413, 0.308, 0.365, 0.143, 0.394, -0.250, -0.099, 0.295, -0.904, -0.955, 0.299, -0.978, -0.921, -0.003, -1.080, -1.052, 0.313, 0.391, 0.183, 0.292, 0.159, 0.416, 0.222, 0.327, 0.317, 0.207, 0.252, 0.334, 0.362, 0.415, 0.318, 0.354, 0.282, 0.390, -0.883, 0.569, 0.294, -0.914, -1.131, 0.259, -1.023, -1.118, 0.064, -1.070, -1.044, 0.313, 0.396, 0.221, 0.283, 0.302, 0.457, 0.296, 0.335, 0.297, 0.345, 0.306, 0.341, 0.341, 0.415, 0.310, 0.363, 0.271, 0.401, -0.900, 0.621, 0.089, -0.882, -1.059, 0.301, -1.068, -1.065, 0.201, -1.276, -1.065, 0.307, 0.377, 0.232, 0.316, 0.294, 0.431, 0.291, 0.345, 0.302, 0.298, 0.292, 0.351, 0.261, 0.452, 0.289, 0.366, 0.340, 0.370]}